{"formula": "C12H12FN6O8", "method": "ωB97M-V with the def2-TZVPD basis set", "relative_energy_kcal_mol": 29.5, "total_charge": -1, "homo_ev": -5.0, "homo_lumo_gap_ev": 7.061, "symbols": ["C", "C", "O", "C", "C", "F", "C", "O", "O", "C", "C", "O", "H", "H", "H", "H", "H", "H", "H", "H", "H", "H", "O", "N", "O", "C", "C", "C", "N", "O", "O", "C", "N", "N", "N", "N", "C", "H", "H"], "coordinates": [[-4.154643, -0.564836, -2.019299], [-3.216360, -1.717046, -1.915486], [-1.953213, -0.968299, -1.683270], [-0.844482, -1.664791, -1.437091], [0.162249, -0.631699, -0.721838], [0.348944, 0.125294, -1.948654], [1.536337, -1.301272, -0.479340], [1.679044, -2.285612, 0.268212], [2.553432, -0.680833, -1.175777], [3.733795, -1.476792, -1.434093], [4.773823, -0.513497, -1.952069], [-0.632492, -2.829508, -1.781323], [-5.189603, -0.849374, -2.294064], [-4.156071, -0.032490, -1.054795], [-3.744681, 0.126112, -2.763074], [-3.419569, -2.366077, -1.074965], [-3.126987, -2.332423, -2.798332], [4.084510, -1.959715, -0.512727], [3.484114, -2.238700, -2.183162], [5.629539, -1.076616, -2.332776], [4.376338, 0.098804, -2.772096], [5.154488, 0.163162, -1.163224], [0.496047, 4.075455, 4.238027], [-0.140844, 3.022879, 4.238686], [-0.771630, 2.603821, 5.239039], [-0.187064, 2.162752, 3.052784], [-0.891575, 0.979323, 3.005020], [-0.944407, 0.221924, 1.833907], [-1.564514, -1.077717, 1.903263], [-2.046948, -1.463922, 3.000263], [-1.538352, -1.848915, 0.891721], [-0.438330, 0.584877, 0.511133], [0.245685, 1.837748, 0.640433], [0.838063, 2.572260, -0.351360], [1.235350, 3.692455, 0.181150], [0.891675, 3.775095, 1.512068], [0.316914, 2.623690, 1.812139], [-1.352849, 0.614933, 3.903792], [-1.225745, 0.599539, -0.382830]], "atomic_forces_ev_per_a": [[-0.927, 0.488, -0.074], [1.163, 0.683, 0.136], [-0.485, -1.177, -0.024], [0.413, -1.627, 0.952], [2.188, -0.267, -1.256], [-0.171, 0.364, 1.545], [0.658, -1.870, 1.488], [-0.239, 2.867, -2.191], [-1.144, -1.169, 0.720], [-0.013, 0.338, 0.443], [0.412, 0.361, -0.035], [-0.281, 3.018, 0.934], [0.557, 0.099, 0.167], [-0.188, -0.177, -0.340], [-0.315, -0.056, 0.013], [0.192, -0.065, 0.355], [0.105, 0.014, -0.371], [-0.272, 0.005, -0.224], [-0.028, 0.107, 0.218], [-0.013, 0.010, -0.009], [0.051, -0.169, 0.224], [-0.355, -0.326, -0.330], [-0.633, -1.202, -0.221], [-0.534, -0.669, 0.639], [0.761, 0.507, -1.171], [-0.529, 0.639, 0.447], [0.670, -0.064, -0.303], [-0.795, -2.013, 0.378], [-0.074, -1.103, 0.776], [0.569, 0.634, -1.781], [-0.253, 1.728, 1.885], [-1.917, -1.161, -5.066], [1.058, 1.559, 1.128], [0.049, 0.602, 0.853], [-1.107, -1.421, 0.183], [0.365, -0.855, -1.060], [0.773, 0.287, -1.679], [-0.154, -0.247, 0.067], [0.444, 1.330, 2.581]]}